No. 1
C7H11AuCl2NO5 | ωB97M-V/def2-TZVPD

Kohn-Sham gap ... 7.81 eV
HOMO energy ... -12.59 eV
Energy above the lowest of the compared OMol25 structures with the same formula, charge and spin ... 0.620 eV
Net charge ... +1
Molecular weight ... 457.0 g/mol

Geometry (Å):
Au  -0.409  0.032  -0.775
O  2.093  0.116  0.016
C  2.395  -0.316  1.337
C  1.398  0.268  2.313
N  0.032  -0.322  2.208
C  -0.971  0.439  2.387
C  -2.284  2.955  0.274
O  -3.225  3.333  0.822
O  -1.330  2.551  -0.260
C  -0.068  -1.783  2.287
C  -0.132  -2.512  0.897
O  0.374  -3.610  0.880
O  -0.784  -1.919  -0.041
H  2.766  -0.232  -0.580
H  3.377  0.048  1.649
H  2.399  -1.409  1.381
H  1.294  1.337  2.139
H  1.763  0.098  3.327
H  -0.847  1.449  2.758
H  -1.962  0.015  2.268
H  -1.002  -2.057  2.772
H  0.804  -2.168  2.804
Cl  -0.891  -1.184  -3.400
C  -0.023  0.156  -4.126
Cl  0.207  1.490  -2.939
H  -0.601  0.557  -4.949
H  0.960  -0.177  -4.434

These are the natural (NBO) partial charges, in e, on atoms 1 to 8: 0.7432, -0.7441, -0.0907, -0.2505, -0.2180, 0.0997, 1.0338, -0.4623

***

No. 2
C7H11BF2O6P | ωB97M-V/def2-TZVPD

Kohn-Sham gap ... 9.40 eV
HOMO energy ... -6.50 eV
Energy above the lowest of the compared OMol25 structures with the same formula, charge and spin ... 0.000 eV
Net charge ... -1
Molecular weight ... 270.9 g/mol

Geometry (Å):
C  -4.112  -1.198  0.650
C  -2.666  -0.849  0.296
P  -1.511  -1.399  1.642
C  0.083  -1.627  0.744
C  -1.139  0.187  2.591
O  -1.683  0.408  3.634
O  -0.107  0.965  2.156
C  -0.333  1.730  0.966
H  -4.801  -0.861  -0.128
H  -4.228  -2.272  0.791
H  -4.399  -0.721  1.589
H  -2.590  0.220  0.110
H  -2.347  -1.353  -0.618
H  0.108  -1.183  -0.253
H  0.886  -1.196  1.341
H  0.262  -2.700  0.678
H  -0.014  2.753  1.152
H  -1.385  1.746  0.694
H  0.246  1.317  0.139
B  4.407  0.346  -1.598
O  3.142  -0.475  -1.650
C  2.167  0.221  -2.176
O  1.029  -0.145  -2.338
C  2.718  1.630  -2.534
O  2.076  2.519  -3.027
O  3.983  1.662  -2.193
F  5.393  -0.240  -2.368
F  4.814  0.516  -0.288

These are the natural (NBO) partial charges, in e, on atoms 1 to 8: -0.6084, -0.6865, 0.6539, -0.9500, 0.5668, -0.5521, -0.5595, -0.2557

***

No. 3
C7H11BF4INO2P | ωB97M-V/def2-TZVPD

Kohn-Sham gap ... 8.40 eV
HOMO energy ... -6.25 eV
Energy above the lowest of the compared OMol25 structures with the same formula, charge and spin ... 3.457 eV
Net charge ... -1
Molecular weight ... 385.9 g/mol

Geometry (Å):
C  3.583  0.436  0.175
C  2.225  -0.378  -0.110
I  1.115  0.494  -1.777
C  1.242  -0.513  1.163
P  0.037  -1.947  0.737
C  -1.698  -1.587  1.402
C  -2.611  -1.056  0.028
C  -3.523  0.338  0.311
O  -4.122  -1.151  0.169
N  0.719  -3.416  1.554
C  1.069  -4.161  0.518
O  1.740  -4.891  -0.247
H  4.222  -0.011  1.020
H  4.218  0.388  -0.797
H  3.394  1.569  0.357
H  2.510  -1.454  -0.449
H  1.914  -0.822  2.061
H  0.687  0.465  1.431
H  -1.766  -0.743  2.172
H  -2.223  -2.565  1.735
H  -2.105  -1.178  -1.063
H  -4.072  0.437  1.308
H  -3.877  0.961  -0.583
B  -0.535  4.158  -2.223
F  -1.689  3.574  -1.592
F  -0.223  3.426  -3.422
F  -0.813  5.528  -2.556
F  0.584  4.101  -1.322

These are the natural (NBO) partial charges, in e, on atoms 1 to 8: -0.6541, -0.3408, 0.1524, -0.7459, 0.8974, -0.7623, 0.0782, -0.1696

***

No. 4
C7H11Br2N2 | ωB97M-V/def2-TZVPD

Kohn-Sham gap ... 8.88 eV
HOMO energy ... -12.71 eV
Energy above the lowest of the compared OMol25 structures with the same formula, charge and spin ... 1.788 eV
Net charge ... +1
Molecular weight ... 283.0 g/mol

Geometry (Å):
C  -0.864  -0.594  0.447
C  -0.093  1.607  0.775
C  1.176  -1.382  -0.596
C  1.630  -2.383  -1.276
C  -2.116  -0.559  1.056
C  1.022  -3.656  -1.442
C  -0.036  4.030  0.516
N  -0.036  -1.342  -0.023
N  -0.225  2.640  0.062
Br  0.364  1.844  2.554
Br  2.133  0.357  -0.432
H  2.587  -2.401  -1.726
H  -2.194  0.017  1.896
H  -2.494  -1.598  1.255
H  -2.908  -0.086  0.294
H  1.436  -4.514  -0.978
H  1.047  -3.860  -2.471
H  -0.053  -3.593  -1.017
H  1.056  4.317  0.736
H  -0.434  4.836  -0.178
H  -0.544  3.979  1.406
H  -0.453  2.341  -0.859

These are the natural (NBO) partial charges, in e, on atoms 1 to 8: 0.6130, 0.0576, 0.0876, -0.1118, -0.7477, -0.6480, -0.4482, -0.3844

***

No. 5
C7H11Br2N2 | ωB97M-V/def2-TZVPD

Kohn-Sham gap ... 9.13 eV
HOMO energy ... -13.00 eV
Energy above the lowest of the compared OMol25 structures with the same formula, charge and spin ... 1.373 eV
Net charge ... +1
Molecular weight ... 283.0 g/mol

Geometry (Å):
C  -0.422  -1.958  -0.126
C  1.578  -0.931  0.499
C  -1.280  -2.945  -0.283
C  -0.879  -0.247  -0.910
C  1.183  0.576  0.404
C  0.517  0.876  1.799
C  -0.515  2.105  -0.858
N  0.802  -1.921  0.351
N  0.153  0.710  -0.690
Br  3.275  -1.131  1.177
Br  -0.968  -0.675  -2.809
H  -1.187  -3.986  0.007
H  -2.325  -2.821  -0.660
H  -1.915  -0.102  -0.721
H  2.007  1.379  0.330
H  -0.179  1.681  1.722
H  1.347  1.196  2.482
H  0.040  0.054  2.394
H  -0.427  2.637  -1.804
H  -1.554  2.133  -0.457
H  0.129  2.709  -0.258
H  0.621  0.662  -1.590

These are the natural (NBO) partial charges, in e, on atoms 1 to 8: 0.2055, 0.2009, -0.3553, -0.1878, -0.1340, -0.6495, -0.4280, -0.4488

***

No. 6
C7H11BrN2O | ωB97M-V/def2-TZVPD

Kohn-Sham gap ... 9.74 eV
HOMO energy ... -9.09 eV
SMILES ... Cn1ncc(Br)c1C(C)(C)O
Energy above the lowest of the compared OMol25 structures with the same formula, charge and spin ... 1.559 eV
Molecular weight ... 219.1 g/mol

Geometry (Å):
C  1.150  -2.051  -0.648
N  1.741  -0.927  -0.029
N  2.993  -0.681  0.012
C  3.218  0.589  0.442
C  1.954  1.141  0.683
Br  1.682  2.933  1.316
C  1.008  0.209  0.354
C  -0.525  0.209  0.173
C  -1.063  1.567  0.502
C  -1.164  -0.861  1.149
O  -0.910  -0.211  -1.120
H  0.614  -1.828  -1.599
H  1.891  -2.704  -0.925
H  0.452  -2.393  0.102
H  4.152  0.811  0.719
H  -2.051  1.787  0.074
H  -1.094  1.787  1.481
H  -0.544  2.374  0.044
H  -1.822  -1.458  0.618
H  -1.939  -0.302  1.762
H  -0.342  -1.518  1.517
H  -1.192  0.604  -1.656

These are the natural (NBO) partial charges, in e, on atoms 1 to 8: -0.4102, -0.1227, -0.2219, -0.1121, -0.1520, 0.0507, 0.0468, 0.2285

***

Number 2 is which compound?
C7H11BF2O6P

***

Which of these has the highest energy above the lowest of the compared OMol25 structures with the same formula, charge and spin?
C7H11BF4INO2P